Density functional theory data (the ωB97M-V functional and the def2-TZVPD basis) for a structure of composition C40H39Cl3KN2OS4SbSe.

Values from the calculation:
F_max in eV/A: 1.030
Charge: -2
E in Eh: -7947.52880
Energy above the lowest of the compared OMol25 structures with the same formula, charge and spin in kJ/mol: 43.6
HOMO in eV: -1.6
Frontier orbital gap in eV: 5.41

```
92
C40H39Cl3KN2OS4SbSe | OMol25 | the ωB97M-V functional and the def2-TZVPD basis
Sb 0.8505 1.2384 3.7407
Se 0.6517 0.4716 -2.5603
K -1.2713 0.6005 0.7228
Cl -3.7544 3.6465 -2.5510
Cl -3.5539 -1.3721 -0.5282
Cl -7.8096 0.1998 -3.4629
S 1.4995 -0.3287 1.6994
S -1.4207 1.4613 3.6193
S 2.4433 -3.1022 1.9460
S -0.4164 -2.4358 2.5687
O -2.5549 1.3384 -1.0905
N -1.5612 -1.0103 -3.5776
N -0.3219 -2.1877 -2.2012
C -4.4685 2.0765 -2.3038
C -5.6969 1.8104 -2.8749
C -5.5961 -0.4310 -2.0082
C 1.1401 5.0406 6.0581
C -0.4463 0.2310 -6.2216
C -2.8306 -4.8417 -2.8534
C 3.3806 2.6646 2.6027
C 2.4920 -2.3987 6.5920
C -4.3737 -0.1374 -1.4437
C 4.1028 3.4459 1.7127
C 0.7252 -0.9514 5.8369
C -1.8987 -0.0038 -5.8105
C -3.7015 1.1247 -1.5610
C -0.0306 1.6943 -6.1211
C 2.0081 2.5078 2.4462
C -0.4525 -0.9637 -2.7778
C 1.7263 3.3418 7.6439
C 3.6731 -1.8891 -2.1362
C -6.2557 0.5515 -2.7312
C 2.0874 3.9360 0.5020
C -2.1328 -2.2676 -3.5040
C 1.6036 -0.3443 4.9482
C 1.1952 2.7158 5.3592
C -2.1472 0.1023 -4.3082
C 3.4577 4.0805 0.6579
C -3.6240 -4.0912 -3.7212
C -1.6738 -4.3165 -2.2918
C 1.5687 2.3732 6.6562
C 1.1527 -2.0367 2.1009
C 0.6866 -2.5816 -1.2136
C -3.2888 -2.7867 -4.0617
C -1.3405 -3.0177 -2.6353
C 1.1711 -1.9786 6.6581
C 1.3666 3.1534 1.3968
C 3.3632 -1.8058 5.6888
C 2.9173 -0.7858 4.8598
C 1.7436 -3.5037 -1.8094
C 0.9867 4.0668 5.0814
C 1.5122 4.6796 7.3480
C 2.6658 -2.8134 -2.8131
H 2.0188 3.0474 8.6461
H -3.2185 0.0996 -4.0959
H 2.0682 -2.2399 -3.5304
H 0.9689 6.0834 5.8140
H -0.3111 -0.6333 5.8690
H 1.6344 5.4370 8.1142
H -6.0273 -1.4151 -1.8845
H 1.7462 1.3335 6.9095
H 2.8350 -3.2112 7.2218
H -1.0797 -4.8805 -1.5855
H 1.5756 4.4216 -0.3201
H 3.8976 2.1731 3.4202
H 0.1646 -3.0630 -0.3841
H -1.7292 1.0141 -3.8822
H -0.3064 -0.1219 -7.2482
H -6.2075 2.5798 -3.4378
H 0.6936 4.3684 4.0807
H 3.1968 -3.5763 -3.3921
H 4.3354 -1.4235 -2.8704
H -0.7115 2.3323 -6.6927
H 4.0248 4.6798 -0.0443
H -0.0318 2.0264 -5.0826
H 1.1302 -1.6690 -0.8179
H 2.3309 -3.8824 -0.9688
H 5.1747 3.5513 1.8351
H 3.5853 -0.3736 4.1123
H 1.2531 -4.3659 -2.2734
H 0.2917 3.0564 1.2766
H 4.3825 -2.1617 5.6016
H -2.2264 -0.9912 -6.1501
H 3.1687 -1.0884 -1.5948
H -3.9234 -2.1907 -4.7045
H 0.9786 1.8431 -6.5100
H -4.5285 -4.5277 -4.1260
H 0.4784 -2.4650 7.3347
H -2.5427 0.7288 -6.3092
H 0.2098 -0.3740 -5.5886
H -3.1323 -5.8490 -2.5960
H 4.2834 -2.4426 -1.4188
```